Record 1
This record from the Open Molecules 2025 dataset describes 2 unconnected molecules or ions with the total composition C6H14N2O2. The level of theory is wB97M-V/def2-TZVPD.

## Properties
- Gap between HOMO and LUMO (spin up / spin down): 0.3356 / 0.1388 hartree
- E_HOMO (spin up / spin down): -0.4811 / -0.4810 Ha
- Relative energy (zero: lowest compared OMol25 entry of this formula, charge and spin): 429.21 kJ/mol
- 2S+1: 2
- Total charge: +1
- LUMO level (spin up / spin down): -0.14554 / -0.34228 Eh
- Molar mass: 146.2 u
- F_max: 6.11 eV/Å
- <S²>: 0.771

Atoms and positions in Å:
H1 1.11395 1.90462 0.49495
H2 -0.20809 2.76063 -1.40334
N1 -0.99007 0.71765 -1.06510
H3 -0.42317 1.79145 -2.85664
C1 1.87913 1.27551 0.74195
H4 2.88605 1.81636 1.04123
H5 2.12254 0.78524 -0.27589
C2 1.73999 0.34011 1.86342
C3 -2.09807 -1.49588 -1.71644
H6 1.14432 -2.42660 2.74083
C4 -1.28431 -0.29368 -2.01229
H7 -3.08667 -1.14575 -2.34056
H8 -2.41478 -1.75462 -0.74992
O1 2.48153 0.33832 2.81871
H9 -1.61764 -2.47523 -1.88420
C5 0.36351 -1.60759 2.62018
H10 -0.02537 -1.33003 3.65424
H11 -0.64982 -2.10769 2.62878
O2 -0.53882 -0.27467 -2.93543
N2 0.80560 -0.61287 1.60461
H12 0.88303 1.46355 -1.59905
H13 -1.85040 1.11794 -0.62363
H14 -0.02550 -0.51014 1.03481
C6 -0.20695 1.72338 -1.78122

Let us look at the natural (NBO) charges, expressed in e, one per atom:
1. H 0.27
2. H 0.21
3. N -0.69
4. H 0.25
5. C -0.71
6. H 0.27
7. H 0.30
8. C 0.63
9. C -0.73
10. H 0.27
11. C 0.65
12. H 0.26
13. H 0.22
14. O -0.16
15. H 0.27
16. C -0.54
17. H 0.28
18. H 0.28
19. O -0.55
20. N -0.38
21. H 0.18
22. H 0.39
23. H 0.46
24. C -0.43



Record 2
This record from the Open Molecules 2025 dataset describes a molecular structure, C15H32MnNO2P2. The level of theory is wB97M-V/def2-TZVPD.

## Properties
- Gap between HOMO and LUMO (spin up / spin down): 0.2081 / 0.2233 hartree
- E_HOMO (spin up / spin down): -0.3250 / -0.3997 Ha
- Relative energy (zero: lowest compared OMol25 entry of this formula, charge and spin): 421.51 kJ/mol
- 2S+1: 6
- Total charge: +1
- LUMO level (spin up / spin down): -0.11691 / -0.17638 Eh
- Molar mass: 375.3 u
- F_max: 2.74 eV/Å
- <S²>: 9.009

Atoms and positions in Å:
H1 -2.06340 2.42192 2.86713
C1 0.01124 -2.47268 2.43118
H2 1.33053 -3.59943 1.13969
O1 -3.54131 -1.37876 -1.75218
H3 -0.49052 -3.38024 2.78692
H4 0.18182 4.54380 -1.40050
H5 2.17995 -0.64251 -3.16273
H6 -1.52536 -1.30633 1.46785
C2 -0.04162 -1.46891 3.56476
C3 0.35629 2.51803 -0.66169
H7 1.76219 -3.15860 -2.72032
H8 2.46848 -3.08835 -1.07717
H9 1.97240 -2.01186 1.57097
H10 1.78483 2.37674 2.30330
H11 -2.73358 1.36485 1.57486
Mn1 0.65423 -0.45069 0.59525
C4 -0.61938 -1.83155 1.21124
H12 -0.84880 -2.60751 0.48846
H13 -3.58342 -1.59814 -0.75253
C5 0.89088 2.10173 2.89051
H14 0.29465 -1.80899 4.54173
H15 -1.13917 -2.19221 -3.04051
C6 1.66947 3.35616 -2.48965
C7 1.53312 -3.09745 -1.64923
H16 2.04878 -3.35500 2.70749
C8 2.23872 2.07206 -2.62862
P1 -0.29028 1.33601 1.69402
P2 0.74604 -1.47484 -1.56629
H17 3.10327 1.87508 -3.26734
H18 -1.06253 -1.12399 3.70584
C9 2.08312 -0.42583 -2.10596
H19 0.55095 -0.57648 3.33405
H20 -2.18381 0.64599 3.12854
H21 -0.43596 -0.57867 -3.47773
H22 -2.96906 -0.62238 -1.81595
C10 1.40569 -2.88198 1.96453
H23 -4.73446 3.67431 -1.40956
H24 0.51729 -2.06650 -3.76908
H25 -0.67691 3.72841 0.78612
H26 -4.22131 2.58421 -2.35673
C11 -1.98529 1.43345 2.38367
O2 -4.50423 2.72320 -1.42241
C12 1.71449 1.00825 -1.89535
H27 0.38173 3.00738 3.25372
C13 0.64216 3.56377 -1.58900
N1 0.84077 1.23618 -0.92388
H28 2.06442 4.19245 -3.07839
H29 1.15639 1.41266 3.70934
C14 -0.21587 -1.58864 -3.10587
C15 -0.24047 2.74073 0.57348
H30 3.02238 -0.70923 -1.63260
H31 0.86737 -3.92323 -1.36116
H32 -0.36687 -0.49637 -0.56222

Let us look at the Mulliken charges, expressed in e, one per atom:
1. H 0.48
2. C 0.70
3. H 0.25
4. O -0.61
5. H 0.43
6. H 0.43
7. H 0.60
8. H 0.53
9. C -1.23
10. C 0.68
11. H 0.53
12. H 0.41
13. H 0.14
14. H 0.38
15. H 0.34
16. Mn -0.09
17. C -1.52
18. H 0.62
19. H 0.33
20. C -1.35
21. H 0.48
22. H 0.34
23. C -0.41
24. C -1.44
25. H 0.45
26. C -0.87
27. P 0.92
28. P 1.27
29. H 0.46
30. H 0.27
31. C -1.14
32. H 0.01
33. H 0.32
34. H 0.41
35. H 0.26
36. C -1.16
37. H 0.31
38. H 0.57
39. H 0.41
40. H 0.32
41. C -1.30
42. O -0.62
43. C 0.40
44. H 0.42
45. C -1.08
46. N 0.17
47. H 0.41
48. H 0.38
49. C -1.54
50. C -1.00
51. H 0.47
52. H 0.35
53. H 0.13



Record 3
This record from the Open Molecules 2025 dataset describes 3 unconnected molecules or ions with the total composition C4H13N2O2. The level of theory is wB97M-V/def2-TZVPD.

## Properties
- Gap between HOMO and LUMO (spin up / spin down): 0.1591 / 0.2688 hartree
- E_HOMO (spin up / spin down): -0.6341 / -0.6614 Ha
- Relative energy (zero: lowest compared OMol25 entry of this formula, charge and spin): 409.41 kJ/mol
- 2S+1: 2
- Total charge: +2
- LUMO level (spin up / spin down): -0.47500 / -0.39256 Eh
- Molar mass: 121.2 u
- F_max: 4.00 eV/Å
- <S²>: 1.768

Atoms and positions in Å:
N1 0.77159 -0.90920 -4.00058
N2 -1.35995 -0.48904 2.11143
O1 -2.11624 0.29334 -0.42494
C1 1.12212 -0.23643 1.83471
H1 -1.60623 0.48188 1.92868
H2 1.95154 -0.82204 1.42893
H3 0.72940 -0.43551 -4.92400
H4 1.07334 1.98843 1.75109
H5 0.61020 -0.20706 -3.24960
C2 0.99156 1.09167 1.13869
H6 -0.02993 -2.06368 2.10796
H7 1.30813 -0.05997 2.89198
H8 -0.27864 -1.26891 0.54192
H9 0.85114 2.33552 -0.65304
H10 -1.78525 -0.94759 2.92367
C3 -0.15190 -1.09805 1.61608
H11 -1.20060 0.41454 -0.73533
H12 -2.64612 -0.09125 -1.12633
C4 0.85327 1.32719 -0.23322
O2 0.52959 0.40972 -1.03599
H13 1.73533 -1.28503 -3.94050

Let us look at the natural (NBO) charges, expressed in e, one per atom:
1. N -0.30
2. N -0.22
3. O -0.97
4. C -0.47
5. H 0.43
6. H 0.29
7. H 0.42
8. H 0.24
9. H 0.44
10. C -0.05
11. H 0.26
12. H 0.26
13. H 0.30
14. H 0.19
15. H 0.43
16. C -0.30
17. H 0.48
18. H 0.50
19. C 0.28
20. O -0.63
21. H 0.42



Record 4
This record from the Open Molecules 2025 dataset describes 2 unconnected molecules or ions with the total composition C7H15FN3O3. The level of theory is wB97M-V/def2-TZVPD.

## Properties
- Gap between HOMO and LUMO: 0.2697 hartree
- E_HOMO: -0.1465 Ha
- Relative energy (zero: lowest compared OMol25 entry of this formula, charge and spin): 247.93 kJ/mol
- Total charge: -1
- LUMO level: 0.12326 Eh
- Molar mass: 208.2 u
- F_max: 9.34 eV/Å

Atoms and positions in Å:
H1 2.13848 -1.33349 -0.95767
H2 -2.18723 2.56788 0.76808
O1 1.10789 1.03916 -0.31876
C1 3.01572 -1.85118 -0.55355
H3 1.37807 -4.55163 0.87234
C2 -0.69405 0.56056 1.99712
H4 3.51461 -2.38259 -1.36999
H5 -2.61814 2.49562 -2.50177
N1 -0.84144 1.56117 -1.67915
H6 -1.94117 -0.10840 0.37792
N2 -2.41507 4.34253 -0.48612
O2 1.99205 -2.07318 1.61011
N3 -0.93786 0.07817 0.58585
F1 -0.12183 1.93483 2.25298
H7 -3.85324 2.76113 -0.09066
H8 1.19508 -1.65172 1.24763
C3 1.66537 -3.87886 0.05715
C4 -2.30294 1.89491 -1.51929
C5 -2.67500 2.86415 -0.25307
H9 -2.31445 4.54171 -1.51035
C6 -0.24084 0.90815 -0.46118
H10 3.51440 -3.27717 0.97898
H11 0.74028 -3.43310 -0.32527
C7 2.61816 -2.80633 0.56049
H12 -1.53161 4.54316 0.03911
H13 2.12372 -4.47114 -0.74095
O3 -1.00037 -0.13899 3.10780
H14 -3.02038 0.94208 -1.51364
H15 3.69181 -1.07744 -0.17412

Let us look at the natural (NBO) charges, expressed in e, one per atom:
1. H 0.24
2. H 0.19
3. O -0.73
4. C -0.64
5. H 0.21
6. C 0.97
7. H 0.19
8. H 0.18
9. N -0.67
10. H 0.42
11. N -0.87
12. O -0.73
13. N -0.73
14. F -0.36
15. H 0.15
16. H 0.48
17. C -0.63
18. C -0.26
19. C -0.24
20. H 0.36
21. C 0.68
22. H 0.16
23. H 0.21
24. C 0.10
25. H 0.37
26. H 0.20
27. O -0.59
28. H 0.13
29. H 0.22